11
Properties=species:S:1:pos:R:3:forces:R:3:mulliken_charge:R:1 method="wB97M-V/def2-TZVPD" spin_multiplicity=2 fmax_ev_per_a=1.24 homo_ev="4.91 / 1.74" homo_lumo_gap_ev="2.78 / 5.81" charge=-2 s_squared=0.75 relative_energy_kj_mol=98.7
O 1.8423 1.2404 1.3337 -0.38 -0.61 -0.08 -0.99
H 2.0069 1.1561 0.3844 0.20 0.33 0.05 0.41
C -0.0167 -0.7021 0.7661 1.06 0.64 -0.10 -2.20
C -0.7706 0.0369 -0.2220 -1.05 -0.20 0.40 -0.18
C -0.9457 -0.1399 -1.5430 0.37 0.17 -0.51 -2.61
H -0.4984 -1.0004 1.6955 -0.24 0.07 -0.04 0.31
H 1.0593 0.4390 1.3049 0.36 0.33 -0.06 0.10
H 0.6007 -1.4740 0.3106 -0.09 -0.38 0.07 0.51
H -1.3297 0.8577 0.2384 -0.36 -0.25 0.07 -0.04
H -1.6833 0.3542 -2.1695 0.16 0.53 0.21 1.77
H -0.2649 -0.7680 -2.0991 -0.02 -0.64 0.00 0.93